This record from the OMol25 dataset describes the molecule C5H5N at a distorted geometry. The level of theory is the ωB97M-V functional and the def2-TZVPD basis.

Values from the calculation:
- LUMO level: 0.6774 eV
- SMILES string: CC#CCC#N
- Orbital gap: 10.7 eV
- HOMO level: -10.021 eV

Geometry (Å):
C 0.27383 -0.93863 -0.13907
H 1.61728 -0.90406 1.55221
H 0.76251 0.57299 1.10973
C 2.45392 0.23587 -0.01955
C -2.02732 0.13024 -0.55640
H -1.69007 0.97567 0.06356
H -2.91362 -0.29111 -0.08602
C -0.85479 -0.73638 -0.51330
N 3.33900 0.74024 -0.56348
H -2.25907 0.51431 -1.55043
C 1.29833 -0.29915 0.70275

---

This record from the OMol25 dataset describes the molecule C22H24N2O3 at a distorted geometry. The level of theory is the ωB97M-V functional and the def2-TZVPD basis.

Values from the calculation:
- LUMO level: 0.1704 eV
- SMILES string: C/C(=N\NC(=O)COc1ccc(C)cc1C(C)C)c1cc2ccccc2o1
- Orbital gap: 8.2 eV
- HOMO level: -8.055 eV

Geometry (Å):
N -0.05956 1.46216 1.49652
C -1.33839 -1.31530 -0.71117
H -3.22033 -3.26060 1.51141
O 2.24449 1.09335 0.20666
C 3.16890 0.81801 -0.73501
C -0.32185 -0.23068 3.64004
C 5.17704 0.01999 -1.68566
H -3.31533 0.91812 0.51229
H -2.14038 -1.23547 -1.43097
H -3.01832 -0.90850 2.20981
C -0.99115 2.94691 -0.26273
H -4.81654 0.08183 0.90462
H -0.44680 -0.91466 -3.20455
C -0.57898 -1.34840 1.55386
H 0.11317 -2.57318 -3.00629
H -1.83741 2.37458 -0.64340
H 0.68498 0.03323 3.30189
N -1.09169 1.67184 2.32271
H -0.55146 3.50551 -1.08180
H -4.77449 -2.43363 1.36386
C 4.40305 0.21094 -0.55872
C -3.05588 -1.13830 1.14036
O -2.13379 1.26288 4.25948
C -3.84082 -0.03138 0.43748
C 4.74014 0.42334 -2.95047
H 6.14235 -0.45367 -1.59075
H 1.52336 -1.62763 1.81607
H 3.18229 1.34195 -4.10605
C 1.43066 1.79855 -1.77389
C 1.19424 1.67708 -0.43069
C 3.51801 1.03178 -3.12828
H 1.25947 -1.24093 -2.86206
H 5.37983 0.25084 -3.80314
H 4.73239 -0.10014 0.41947
H -3.99366 -0.26084 -0.61452
O -0.84954 -1.32451 2.90964
H 1.99636 -1.77338 -0.59417
C 0.02398 2.01732 0.34702
C 0.72048 -1.53601 1.10021
C -1.25449 0.96725 3.48274
H 0.77245 2.20562 -2.51361
C 2.71543 1.23569 -2.00545
H -0.31884 -0.53976 4.68727
H -1.79034 2.39335 2.13409
C -3.76108 -2.48674 0.97233
C -1.63512 -1.25385 0.64281
C 0.98373 -1.61374 -0.25210
H -1.35984 3.65710 0.47733
C 0.23880 -1.55063 -2.64867
H -3.80729 -2.76557 -0.07853
C -0.04223 -1.48169 -1.17729

---

This record from the OMol25 dataset describes C12H36B3Cs2O6S3 as an isolated structure at a distorted geometry. The level of theory is the ωB97M-V functional and the def2-TZVPD basis.

Values from the calculation:
- LUMO level: 1.5211 eV
- Net charge: -1
- Orbital gap: 5.7 eV
- HOMO level: -4.180 eV

Geometry (Å):
H -4.96073 10.81297 14.78191
C -6.97525 10.05857 14.52294
C -9.51113 8.19802 11.05303
C -7.43203 11.47944 12.57940
H -13.30392 10.64341 12.20023
O -5.41289 10.23506 11.31377
H -13.10470 7.27874 15.87884
H -7.13153 9.08900 14.99582
H -5.01408 9.32055 13.89677
H -12.56686 8.77684 15.33478
O -4.82549 12.32837 12.41933
H -7.03586 10.87213 15.24582
S -5.65057 11.14484 12.38631
H -10.15050 5.88628 8.88952
C -9.12969 6.17178 9.14357
H -9.55919 7.71732 12.88319
H -11.69213 12.83649 12.36726
H -7.45715 12.31334 13.28089
H -8.95080 7.72486 7.51903
O -7.84740 6.09966 11.40871
S -10.26359 11.13047 13.38223
H -9.04017 10.30991 13.51749
H -12.80851 11.96871 14.94799
O -9.60450 11.15466 12.05040
C -12.91016 11.89168 13.86547
H -9.67242 7.67178 16.22871
H -8.71234 9.56675 9.54781
H -7.87897 9.37920 12.58696
C -5.55171 10.25539 14.05532
H -8.88139 8.58133 11.85590
O -9.47032 11.14946 14.63242
C -11.56361 12.53953 13.40812
H -9.26400 6.18351 17.00308
H -11.15673 13.27650 14.10053
H -10.30305 9.13524 9.17595
C -13.07457 10.39869 13.23734
C -9.36886 8.69690 9.52702
H -11.42848 8.98795 12.77003
H -9.70811 7.48186 14.63012
C -8.82701 7.55079 8.58790
B -9.82817 8.18286 13.81869
H -8.42432 5.38714 8.86989
H -7.74151 7.63901 8.63265
H -13.67818 12.55014 13.45968
H -10.76287 8.71475 13.90636
H -11.37037 7.46155 15.42322
C -11.64433 9.75262 13.51622
H -11.58806 9.36399 14.53303
H -11.86457 8.14362 16.87699
C -7.97931 10.20654 13.28950
B -12.23231 7.91362 15.88901
Cs -12.15373 7.36640 13.62203
H -10.55427 8.21837 11.36855
O -10.29483 5.45217 11.49348
Cs -8.81302 6.00554 13.79552
B -8.84034 7.07993 16.57745
H -8.33335 7.69402 17.30553
H -8.97743 8.83601 13.93652
H -13.90520 9.91693 13.75317
H -8.27347 6.61702 15.78461
H -7.60291 11.60104 11.50977
S -9.21074 6.28415 10.98404

---

This record from the OMol25 dataset describes a 2-piece molecular cluster, CH3Cl3SSi overall at a distorted geometry. The level of theory is the ωB97M-V functional and the def2-TZVPD basis.

Values from the calculation:
- LUMO level (alpha / beta): -0.4990 / -1.4777 eV
- Orbital gap (alpha / beta): 7.9 / 6.7 eV
- HOMO level (alpha / beta): -8.386 / -8.165 eV

Geometry (Å):
Cl 2.35688 0.56444 1.45704
H -1.22454 1.94013 -0.64848
Cl 2.83191 -2.14894 -0.26346
H -2.09922 -1.12553 0.35994
C -1.64594 -0.11714 0.36736
Cl 1.84672 0.39016 -1.81277
Si 1.62763 -0.53046 0.01369
H -1.57020 0.14098 1.44421
S -2.12322 0.88636 -0.91752

---

This record from the OMol25 dataset describes the molecule C4H6N2 at a distorted geometry. The level of theory is the ωB97M-V functional and the def2-TZVPD basis.

Values from the calculation:
- LUMO level: 1.1334 eV
- SMILES string: C1=NC[C@@H]2CN12
- Orbital gap: 10.6 eV
- HOMO level: -9.480 eV

Geometry (Å):
H 1.66847 -0.44913 -1.43360
H -0.73188 0.19019 -1.99126
C 0.08971 -0.79807 0.94801
H 1.67070 1.18034 -0.66741
H -0.13639 -1.37933 1.84936
N 1.26257 -0.46764 0.62542
C 1.15569 0.18110 -0.68180
N -1.00704 -0.47179 0.12138
C -1.13892 1.03276 0.06789
C -0.36008 0.27514 -0.94250
H -2.13979 1.36482 -0.19181
H -0.59826 1.52354 0.85752

---

This record from the OMol25 dataset describes the molecule C22H29N3O3S at a distorted geometry. The level of theory is the ωB97M-V functional and the def2-TZVPD basis.

Values from the calculation:
- LUMO level: -0.5048 eV
- SMILES string: O=C(NC1CCCCCC1)C1CCN(S(=O)(=O)c2cccc3cccnc23)CC1
- Orbital gap: 8.4 eV
- HOMO level: -8.874 eV

Geometry (Å):
C -3.75074 -3.21963 1.34299
H -6.80835 0.41744 -1.95539
C -2.62693 -2.37370 1.30226
O -0.99317 0.45977 -1.01005
N -2.58933 -1.24566 0.65225
C -4.88275 -2.83066 0.68107
N -2.20765 2.32377 0.39631
H 0.54832 2.91042 2.38463
H 4.15612 -2.35622 1.48661
H -2.72006 0.85724 1.75732
H 3.82144 0.24476 0.64859
H -5.78070 -3.43260 0.69845
H -0.44328 0.81414 2.87515
H -6.91324 -1.72294 -0.72693
C 3.98796 -2.40682 0.40872
C -1.34002 3.48057 0.25019
O -2.33920 2.18113 -2.08814
H 4.33840 -2.16150 -2.22948
C 0.46327 2.23325 1.52781
H -2.25191 2.42347 2.44790
C -4.88190 -1.61614 -0.03819
C 5.28819 -2.00060 -0.29063
H 2.33050 -1.90516 -0.88798
H 5.57282 0.47330 -1.31481
C -4.75170 0.78442 -1.44852
N 1.85790 0.68415 0.32083
H -3.71127 -4.14372 1.89804
H 4.98039 0.19886 -2.95028
H 2.69997 -0.07135 -2.17908
H -4.67366 1.69946 -2.01372
H -1.72386 -2.63538 1.83821
H -0.47839 0.30093 1.18642
H -1.58683 3.94535 -0.70496
H 3.37593 1.43584 -1.56232
C 0.12909 3.06710 0.28003
H 3.75798 -3.44706 0.16472
H 5.97460 -2.84897 -0.23445
C -5.94622 0.04859 -1.42140
H 5.75449 -1.17933 0.25621
H 6.05728 -1.79179 -2.28092
C -3.67601 -0.85502 -0.03767
C 4.83965 -0.08301 -1.90360
H 1.02319 0.51440 -0.22624
C -3.64607 0.34537 -0.77658
C -6.00624 -1.13535 -0.73847
C 3.04479 -0.05613 -0.06117
C -2.01051 1.68138 1.67976
C 2.76443 -1.55953 0.05221
C -0.58656 1.15787 1.84894
C 5.12544 -1.57686 -1.75174
S -2.14627 1.32178 -0.95600
H 0.76578 3.95375 0.26173
H 2.00954 -1.71255 0.82718
C 1.83042 1.56788 1.33274
H 0.32554 2.49161 -0.62510
O 2.78989 1.82661 2.03282
C 3.43570 0.34706 -1.48707
H -1.57621 4.17604 1.06081

---

This record from the OMol25 dataset describes a 3-piece molecular cluster, C8H13NS overall at a distorted geometry. The level of theory is the ωB97M-V functional and the def2-TZVPD basis.

Values from the calculation:
- LUMO level (alpha / beta): 0.6091 / -0.8348 eV
- Orbital gap (alpha / beta): 7.0 / 8.1 eV
- HOMO level (alpha / beta): -6.354 / -8.945 eV
- Spin multiplicity: 3

Geometry (Å):
C -4.67751 -0.29749 -3.11974
C 0.43354 0.87929 0.08668
H 0.76065 -1.30501 2.22436
C 4.27423 1.22432 1.76709
H -5.22226 0.51540 -2.48074
H 1.40123 1.43946 -1.76607
S 3.10353 0.30304 2.50334
H -3.81532 0.17056 -3.73733
C -4.24335 -1.29512 -2.29827
H -0.98144 -1.54485 1.66237
H -0.64845 -0.13408 2.70783
H 2.67579 -2.14964 2.66301
H 3.96098 -1.73892 1.47162
C -0.19985 -0.84537 1.94229
C -0.01969 0.13331 0.90910
N -3.86638 -2.10540 -1.59133
C 3.16890 -1.40833 2.09155
H 5.13400 0.87158 1.35230
H -0.58561 1.21954 -1.85433
H -5.29871 -0.51955 -3.97376
H 4.05234 2.32748 1.60873
H 0.25879 2.68749 -0.99532
C 0.33456 1.57228 -1.17340

---

This record from the OMol25 dataset describes a 4-piece molecular cluster, C6H21O7P overall at a distorted geometry. The level of theory is the ωB97M-V functional and the def2-TZVPD basis.

Values from the calculation:
- LUMO level: 0.5600 eV
- SMILES string: COP(=O)(OC)OC.CO.CO.CO
- Orbital gap: 10.3 eV
- HOMO level: -9.719 eV

Geometry (Å):
H -6.03243 7.45936 16.58713
O -7.98603 6.69127 16.47819
H -11.55937 4.72284 17.72391
H -11.23584 4.50061 23.37058
H -10.92883 12.06781 17.99733
H -11.47866 5.96245 24.33071
C -12.12561 6.75396 20.26408
H -12.82342 6.77258 21.10558
H -11.11829 6.60952 20.65607
C -10.72906 5.36721 23.79850
H -11.80376 4.66716 15.95629
H -11.70088 7.84095 18.75818
C -7.02956 7.55446 17.02094
O -9.86596 5.08733 16.46076
H -12.69786 10.41297 18.06093
H -10.19568 4.65826 19.41366
H -8.69749 3.73670 19.67520
O -12.22919 7.97551 19.56350
H -9.02139 5.26847 20.54387
H -10.02402 4.91169 24.50775
H -6.85928 7.46596 18.09764
C -11.10578 4.46617 16.77474
P -9.19959 6.17958 17.38796
O -10.08615 7.27559 17.84018
H -10.99021 3.38233 16.67943
H -7.28750 8.60732 16.86694
C -9.12826 4.73190 19.60168
H -11.02076 11.80079 16.27004
O -12.65144 11.04599 17.33574
H -12.43738 5.87492 19.68104
O -10.06261 6.19199 22.84828
H -9.73394 6.92672 23.37410
C -11.27524 11.36421 17.23816
O -8.40448 5.44749 18.59039
H -10.68718 10.44111 17.24468

---

This record from the OMol25 dataset describes the molecule C4H6S at a distorted geometry. The level of theory is the ωB97M-V functional and the def2-TZVPD basis.

Values from the calculation:
- LUMO level: 1.0017 eV
- SMILES string: C#CCSC
- Orbital gap: 9.7 eV
- HOMO level: -8.676 eV

Geometry (Å):
H -0.55026 0.63436 1.63195
H 1.46107 1.50378 -1.46272
H -2.13000 -0.06850 1.09769
C 0.87733 0.99013 -0.67638
C -0.10480 -1.98835 -0.16558
C -0.53789 -1.10985 0.50053
H 1.32600 1.35697 0.25790
H 1.08823 -0.09116 -0.71427
C -1.14718 0.15141 0.82575
H 0.58896 -2.58497 -0.69168
S -0.87145 1.20618 -0.60318

---

This record from the OMol25 dataset describes a 2-piece molecular cluster, C5H12NO overall at a distorted geometry. The level of theory is the ωB97M-V functional and the def2-TZVPD basis.

Values from the calculation:
- LUMO level: -5.3511 eV
- Net charge: +1
- Orbital gap: 6.6 eV
- HOMO level: -11.918 eV

Geometry (Å):
C 0.97352 -0.80426 0.35580
H -2.58333 2.07182 0.53338
H 0.46699 -1.13199 1.26727
H -2.65950 -1.39348 0.99210
C -1.41579 0.97037 -1.35661
H 0.69363 0.26308 0.11463
H 0.89273 -1.51112 -0.47170
C -2.03127 -1.02055 0.19047
H -0.69887 1.75283 -0.98273
N 2.40365 -0.68659 0.70165
H -1.31051 -1.71317 -0.34036
H -0.89828 0.24819 -2.02995
H 2.80769 1.11500 -0.18434
H 4.21206 0.12825 0.71861
H 2.75784 -1.45251 1.27636
H -2.21780 1.49579 -1.94656
O -2.61969 1.12734 0.86279
C 3.22474 0.25102 0.37618
C -1.99782 0.28997 -0.07698

---

This record from the OMol25 dataset describes CH3P4 as an isolated structure at a distorted geometry. The level of theory is the ωB97M-V functional and the def2-TZVPD basis.

Values from the calculation:
- LUMO level: -6.1223 eV
- Net charge: +1
- Orbital gap: 8.8 eV
- HOMO level: -14.874 eV

Geometry (Å):
H 0.18337 -2.24554 0.07941
H 2.17006 1.37318 0.31732
P 0.13759 -0.09149 -1.06986
P -0.90291 1.54836 -0.00415
P 1.91038 -0.04350 0.21912
C -0.31612 -0.03853 0.78227
P -1.00189 -1.65020 0.05545
H -2.18048 1.14771 -0.37957

---

This record from the OMol25 dataset describes C34H42KN3S as an isolated structure at a distorted geometry. The level of theory is the ωB97M-V functional and the def2-TZVPD basis.

Values from the calculation:
- LUMO level (alpha / beta): 4.0699 / 4.0880 eV
- Net charge: -2
- Orbital gap (alpha / beta): 4.6 / 4.5 eV
- HOMO level (alpha / beta): -0.512 / -0.385 eV

Geometry (Å):
H -8.69337 -11.70732 -0.97384
H -11.20361 -20.89629 -3.23494
H -13.86965 -20.27254 -7.34661
C -11.58041 -9.86573 -4.55902
H -8.14923 -18.12717 -2.41806
H -14.90324 -14.30942 -6.27797
H -7.00844 -24.26459 -0.88311
C -11.46382 -13.69120 -4.21785
C -12.07196 -11.31783 -4.75070
H -9.72115 -13.20487 0.61724
H -8.05762 -13.92208 -3.96787
H -6.67862 -12.64998 -2.34747
H -9.10944 -18.94103 -6.70601
H -14.43263 -17.90698 -6.24179
H -12.31215 -21.84568 -6.38849
K -11.50658 -17.27635 -4.42194
H -15.00064 -19.23398 -8.40797
C -12.79476 -16.51655 -8.83635
H -12.41377 -9.18173 -4.53603
H -11.03487 -9.78521 -3.62386
C -13.04968 -11.68558 -5.68284
H -15.03282 -12.68686 -6.97471
C -10.17120 -20.69095 -2.88920
H -8.52382 -15.97484 -3.22270
C -12.45524 -18.66005 -7.44563
H -10.92977 -9.55410 -5.36793
C -10.32700 -13.80573 -1.31802
H -10.61686 -11.79919 -3.44262
C -11.06491 -18.35413 -7.37105
C -9.34250 -21.71264 -2.52051
H -6.13974 -14.49517 -0.86663
C -11.92244 -20.88116 -6.60067
C -11.36031 -12.30072 -4.07564
C -7.99840 -15.59187 -1.22166
H -12.77093 -15.04285 -5.35254
C -7.53666 -20.10809 -2.23843
H -9.88509 -21.12652 -5.84634
N -10.71665 -14.62755 -3.68012
H -7.38056 -12.44403 0.03548
C -10.60594 -20.47098 -6.33635
C -8.53287 -13.44210 -3.14077
H -12.04176 -15.92996 -8.31031
C -14.38253 -13.50300 -6.79101
C -13.44219 -17.69285 -8.01181
H -13.71267 -11.00480 -6.24593
C -6.90146 -14.61009 -1.64574
H -9.39859 -15.75271 0.40606
C -8.16247 -12.61965 -0.74707
H -15.37316 -17.56734 -9.04637
S -5.48193 -22.30481 -1.23584
C -7.96431 -21.48284 -2.20895
C -12.83226 -19.94955 -7.16558
C -9.70129 -14.33999 -2.67319
C -10.16427 -19.19353 -6.80656
C -9.24121 -13.65328 -0.22218
H -8.59642 -23.81776 -1.11285
C -7.11090 -22.47702 -1.67447
H -7.82955 -15.02020 0.78997
H -10.87702 -12.91443 -1.43995
H -6.49503 -15.02290 -2.54581
H -10.68251 -17.44331 -7.81103
H -6.53470 -19.90654 -1.95343
H -13.59863 -15.79577 -8.90527
H -14.04012 -13.90553 -7.72200
C -13.22846 -13.09256 -5.87186
H -12.36558 -16.74995 -9.82092
H -9.85855 -16.45519 -2.09793
C -14.55990 -18.30586 -8.81148
N -9.73179 -19.38525 -2.91529
C -13.57434 -17.31879 -6.57669
H -8.82520 -12.43182 -3.47409
C -9.05360 -15.69883 -2.32267
C -8.63394 -15.06319 0.04729
C -12.50132 -14.01333 -5.11629
H -7.56256 -16.55788 -1.10960
C -8.46187 -19.13811 -2.54107
N -7.63958 -23.73868 -1.45124
H -14.22567 -18.47363 -9.84521
C -7.50357 -13.22978 -1.98797
H -11.09098 -14.54054 -1.06865
H -9.79556 -22.69503 -2.35267

---

Energy above the lowest of the compared OMol25 structures with the same formula, charge and spin
In order: 2.9828, 3.1774, 24.3858, 3.2233, 1.8432, 2.1081, 1.4444, 0.5925, 2.0642, 2.2168, 0.0000, 0.0000
Unit: eV